Density functional theory data (wB97M-V/def2-TZVPD) for a cluster of 16 separate species, C80H80N16 in total in a non-equilibrium geometry.

Computed properties:
frontier orbital gap = 0.355 Ha
largest force on an atom = 4.021 eV/A
net charge = 0
energy relative to the best compared isomer or geometry (same formula, charge and spin) = 221.88 kJ/mol
DFT total energy = -3972.36026 Ha
LUMO energy = 0.483 eV

Positions of all 176 atoms, in Å:
N: 11.719 -1.318 28.539
N: 3.597 6.047 27.611
N: 7.587 -0.570 32.286
N: 6.145 7.468 25.174
N: 7.874 1.991 28.505
N: 12.588 3.661 25.510
N: 6.660 8.994 33.048
N: 1.882 -2.179 23.838
N: 2.245 0.616 29.172
N: 5.355 2.486 24.054
N: 5.558 -1.680 26.830
N: 8.955 4.309 23.062
N: 13.116 2.075 33.012
N: 11.833 -0.662 23.518
N: 11.085 8.908 29.017
N: 7.185 4.628 31.487
C: 2.692 2.493 24.971
C: 2.078 -2.845 26.522
C: 1.049 -1.990 26.126
C: 9.735 1.057 22.734
C: 7.135 7.698 24.366
C: 6.300 -2.110 27.864
C: 7.640 -2.505 27.833
C: 8.116 1.439 26.225
C: 11.923 4.145 32.752
C: 4.367 1.170 28.163
C: 3.551 3.538 25.228
C: 10.849 2.248 33.686
C: 9.847 7.080 30.019
C: 5.338 9.668 24.703
C: 6.234 3.075 33.098
C: 7.906 1.081 27.560
C: 12.161 0.228 30.319
C: 11.213 -0.330 27.796
C: 6.483 5.341 33.671
C: 14.036 3.938 27.344
C: 11.999 1.548 33.495
C: 7.251 9.101 31.879
C: 8.189 -2.538 26.521
C: 7.141 4.853 21.575
C: 9.411 7.804 27.721
C: 9.241 -1.621 30.834
C: 8.161 2.805 25.885
C: 9.792 -0.260 22.309
C: 10.367 8.753 27.892
C: 8.470 -0.553 31.215
C: 10.817 3.584 33.321
C: 4.958 1.041 29.406
C: 4.646 5.280 27.984
C: 6.369 9.893 23.773
C: 10.833 -1.102 22.718
C: 7.294 8.840 23.627
C: 9.153 6.180 21.571
C: 2.405 5.091 29.538
C: 5.245 8.747 30.638
C: 10.762 1.491 23.563
C: 4.632 8.449 31.897
C: 12.063 4.871 25.685
C: 12.213 -1.042 29.746
C: 2.906 -2.864 24.321
C: 13.560 5.260 27.567
C: 2.548 5.933 28.473
C: 5.933 4.108 33.934
C: 3.217 1.359 24.310
C: 5.377 8.566 33.039
C: 11.817 0.649 23.850
C: 2.974 1.052 28.116
C: 5.249 8.387 25.296
C: 13.081 3.387 32.698
C: 11.502 1.221 29.526
C: 6.583 9.007 30.653
C: 10.840 8.051 30.007
C: 7.966 5.848 21.024
C: 11.012 0.976 28.195
C: 12.550 5.710 26.707
C: 2.814 0.372 30.316
C: 4.176 0.632 30.505
C: 4.494 1.454 23.906
C: 7.497 -2.083 25.420
C: 9.550 5.413 22.743
C: 4.653 4.441 29.147
C: 7.685 4.053 22.515
C: 6.757 3.412 31.826
C: 3.039 -3.245 25.603
C: 6.195 -1.611 25.651
C: 8.402 -2.846 32.708
C: 9.164 -2.835 31.551
C: 9.118 6.996 28.841
C: 7.115 5.556 32.419
C: 13.487 3.111 26.345
C: 7.630 -1.734 33.055
C: 8.188 3.727 26.907
C: 4.820 3.512 24.701
C: 1.033 -1.612 24.723
C: 8.003 3.250 28.235
C: 3.450 4.187 29.818
H: 4.646 8.636 29.724
H: 8.181 -2.940 28.625
H: 3.642 8.133 31.894
H: 8.220 0.649 25.498
H: 0.256 -1.689 26.826
H: 8.288 2.995 24.799
H: 9.024 -0.730 21.714
H: 3.324 3.407 30.518
H: 9.752 -3.666 31.280
H: 12.693 0.406 31.262
H: 5.428 3.899 34.823
H: 11.425 8.309 30.928
H: 8.369 6.226 28.785
H: 7.052 9.190 29.701
H: 9.770 -1.582 29.897
H: 1.456 5.122 30.059
H: 5.455 4.365 24.880
H: 5.532 -1.353 24.837
H: 11.303 2.155 30.064
H: 2.179 -3.164 27.514
H: 8.190 8.971 23.018
H: 7.516 6.514 32.120
H: 6.517 10.881 23.311
H: 9.995 1.709 34.002
H: 5.815 -2.157 28.862
H: 6.121 4.688 21.220
H: 11.249 5.119 24.994
H: 6.062 1.036 29.551
H: 13.998 3.755 32.284
H: 10.427 5.709 23.355
H: 12.071 0.513 33.668
H: 7.734 0.048 27.873
H: 9.702 7.017 21.277
H: 10.478 1.713 27.557
H: 10.745 9.457 27.104
H: 3.906 -3.814 25.951
H: 9.685 6.373 30.821
H: 7.005 2.628 31.069
H: 8.260 9.490 31.858
H: 10.751 -2.203 22.522
H: 5.515 5.303 27.309
H: 7.607 6.473 20.232
H: 1.660 2.504 25.255
H: 7.087 3.210 22.883
H: 8.014 3.937 29.082
H: 13.954 5.877 28.409
H: 12.167 6.704 26.798
H: 0.389 -0.823 24.267
H: 10.790 2.472 23.978
H: 4.658 10.496 24.890
H: 1.728 6.555 28.128
H: 3.638 -3.115 23.588
H: 12.591 0.966 24.464
H: 11.901 5.130 32.325
H: 2.111 -0.020 31.140
H: 12.773 -1.834 30.267
H: 13.777 2.119 26.152
H: 7.800 6.834 24.280
H: 4.896 1.353 27.239
H: 6.309 6.152 34.279
H: 2.577 1.249 27.122
H: 11.078 -0.570 26.758
H: 4.615 0.546 31.481
H: 8.843 7.720 26.787
H: 4.840 8.356 34.022
H: 8.399 0.308 30.567
H: 14.867 3.520 27.936
H: 8.976 1.740 22.499
H: 8.333 -3.786 33.323
H: 4.922 0.690 23.334
H: 3.164 4.452 25.670
H: 4.399 8.151 25.944
H: 2.728 0.417 24.028
H: 8.035 -2.134 24.505
H: 7.102 -1.742 33.981
H: 8.188 4.816 26.724
H: 5.912 2.058 33.217
H: 5.544 3.924 29.417
H: 9.148 -3.006 26.453
H: 9.894 4.180 33.391

Atoms 1-2, force components in eV/Å:
0.6 -0.1 0.0
0.5 -1.6 1.7

=====

Density functional theory data (wB97M-V/def2-TZVPD) for a cluster of 14 separate species, C84H200O16P4 in total in a non-equilibrium geometry.

Computed properties:
frontier orbital gap = 0.397 Ha
largest force on an atom = 4.667 eV/A
net charge = 0
DFT total energy = -5890.08867 Ha
LUMO energy = 0.542 eV

Positions of all 304 atoms, in Å:
P: 3.568 -5.139 5.030
P: -1.136 -0.825 0.744
P: -1.271 6.362 -3.227
P: -5.650 5.265 1.223
O: -2.129 -1.950 1.204
O: 2.393 -4.394 4.236
O: 4.310 -3.966 5.808
O: 4.609 -5.717 3.998
O: -6.120 4.278 0.005
O: -1.562 0.560 1.015
O: -0.804 -1.190 -0.772
O: -0.611 6.801 -1.840
O: -1.382 4.777 -3.040
O: 0.183 -1.370 1.414
O: -0.672 6.789 -4.479
O: 3.165 -6.196 5.933
O: -6.328 4.579 2.482
O: -2.706 6.975 -3.067
O: -4.109 5.094 1.168
O: -5.983 6.684 1.099
C: -0.161 1.077 5.526
C: 5.456 -4.801 3.193
C: 1.151 -4.221 5.009
C: 0.786 1.361 -7.615
C: -5.212 -5.440 -0.379
C: 2.617 3.587 -3.073
C: 0.418 2.954 2.282
C: -5.847 -4.811 -1.640
C: -4.002 7.944 -1.312
C: 7.550 -2.434 -0.804
C: -6.508 5.284 3.733
C: 3.470 -1.363 -2.461
C: -4.503 -1.707 1.925
C: 5.278 -0.407 4.830
C: -3.444 3.801 1.235
C: -7.634 4.640 4.496
C: 2.199 2.627 -0.728
C: -0.323 2.628 3.530
C: 6.082 -3.295 7.156
C: -0.645 -5.444 1.372
C: -5.439 1.026 4.010
C: -4.831 -4.075 -2.445
C: -6.159 -6.287 0.434
C: 0.746 0.290 6.566
C: -0.778 3.569 -5.073
C: 1.514 7.791 -2.186
C: 3.036 -2.823 -2.405
C: -5.669 1.143 8.511
C: 0.061 -5.717 -3.103
C: 6.600 -5.465 2.588
C: 0.417 -2.970 4.455
C: -8.476 5.136 0.363
C: 4.207 -3.781 -2.234
C: 3.430 4.204 -6.746
C: 0.818 6.643 -1.551
C: 0.207 1.735 -8.938
C: -5.627 0.971 -1.160
C: 1.033 2.824 -9.587
C: -1.239 -4.807 -1.117
C: -0.685 -4.470 -2.564
C: 0.028 -0.683 7.506
C: 4.854 -6.149 -1.791
C: -0.829 0.594 -2.390
C: 2.424 -2.145 1.220
C: -7.550 4.129 -0.320
C: 9.004 -1.947 -0.837
C: -4.945 1.122 -2.516
C: 9.856 -2.455 -1.966
C: -5.217 3.468 -5.654
C: 2.699 2.352 -2.141
C: -3.056 -1.724 2.370
C: 0.589 1.647 4.331
C: 5.206 2.686 7.271
C: 3.200 3.396 -4.473
C: 3.731 -5.175 -2.039
C: 4.123 -0.287 3.671
C: -3.450 6.714 -1.857
C: 4.659 0.585 2.547
C: 5.135 -4.402 6.950
C: 11.330 -2.193 -1.692
C: 1.480 -0.959 0.990
C: -4.534 3.281 -6.961
C: 4.439 -7.497 -1.199
C: -1.606 -0.589 -1.848
C: 5.742 0.934 5.522
C: 0.133 0.206 -6.864
C: -1.822 3.950 -4.140
C: -4.478 0.832 6.372
C: 0.735 -0.227 -5.527
C: -5.432 -3.254 -3.545
C: 4.681 1.514 6.402
C: -7.063 1.014 9.109
C: -4.428 0.372 4.886
C: -5.772 0.565 7.082
C: 12.107 -2.733 -2.944
C: 6.790 -1.937 0.461
C: -0.228 -5.202 -0.114
C: -4.387 -2.611 -4.459
C: -0.250 -1.192 -4.794
C: 0.225 -5.610 -4.580
C: 3.031 4.614 -5.310
C: -2.576 3.589 0.009
C: -4.927 2.185 -4.792
C: -5.574 2.155 -3.369
H: 1.561 3.848 -3.168
H: 0.095 -1.524 -3.820
H: -1.907 4.407 -0.155
H: 0.541 -5.087 4.733
H: -8.617 4.985 4.175
H: -2.832 3.776 2.196
H: 4.857 -3.774 -3.074
H: -5.398 2.229 8.371
H: 6.741 -3.457 8.021
H: 3.708 1.927 -2.072
H: 6.174 1.651 4.879
H: 9.577 -2.101 0.094
H: 7.191 -4.842 1.937
H: 0.601 2.049 1.677
H: 9.692 -3.530 -2.026
H: -0.483 1.176 -1.496
H: 2.579 7.727 -2.132
H: 7.558 -3.544 -0.777
H: 4.333 3.593 -6.744
H: 2.887 3.220 -0.211
H: 1.707 -0.648 -5.773
H: -4.231 5.978 -2.097
H: 0.784 2.219 -6.923
H: 0.995 -5.960 -2.571
H: -8.687 4.944 1.439
H: -4.067 -4.731 -2.883
H: -6.286 3.574 -5.793
H: 4.784 1.626 2.868
H: -0.592 -6.617 -2.920
H: 0.505 -4.338 -0.061
H: -0.456 -2.076 -5.368
H: 4.094 0.491 1.599
H: -5.004 0.653 9.213
H: -1.763 -3.906 -0.740
H: 11.534 -1.143 -1.484
H: -5.307 -1.879 2.637
H: -2.914 -2.585 2.992
H: 5.302 -8.063 -0.827
H: 4.788 -3.471 -1.370
H: 5.761 -2.372 0.419
H: -0.916 0.445 -6.719
H: 3.931 -1.296 3.394
H: -1.192 -0.691 -4.633
H: 1.968 4.975 -5.287
H: 6.692 -3.026 6.255
H: 2.684 3.518 -7.094
H: 2.159 1.693 -0.169
H: 3.196 -5.505 -2.957
H: 4.338 0.682 7.023
H: 4.313 -1.311 -3.142
H: 0.670 3.013 -10.616
H: 1.394 -4.162 6.059
H: -1.937 -5.663 -1.090
H: -4.204 3.015 1.267
H: -1.486 -4.218 -3.230
H: -3.173 3.490 -0.886
H: 13.058 -2.202 -3.027
H: 0.278 0.878 -9.579
H: 1.057 3.799 -9.024
H: -4.325 -0.692 4.842
H: -4.383 1.929 6.438
H: 1.139 5.679 -2.017
H: 7.259 -2.316 1.392
H: 12.218 -3.768 -2.845
H: 1.541 -0.238 6.074
H: 1.234 7.703 -3.260
H: 1.225 3.216 -0.598
H: -7.779 1.653 8.568
H: -4.889 0.145 -3.027
H: -0.053 3.713 1.628
H: -7.591 3.559 4.495
H: -6.448 -7.185 -0.102
H: 11.600 -2.669 -0.770
H: 3.163 0.135 4.046
H: -4.700 -0.802 1.377
H: 6.293 -6.314 1.928
H: -1.713 -1.372 -2.590
H: -4.586 -2.503 1.192
H: -3.893 1.428 -2.398
H: 1.524 2.121 4.629
H: 2.449 -2.420 2.275
H: -1.013 0.431 5.237
H: -1.252 2.763 -5.687
H: -5.198 0.786 2.984
H: 4.865 -1.048 5.622
H: -3.847 1.989 -4.597
H: -1.384 -4.712 1.820
H: -7.059 -5.763 0.723
H: -5.395 2.153 4.141
H: 11.602 -2.610 -3.871
H: 4.807 -4.350 2.427
H: 2.235 -3.052 0.630
H: -5.186 1.320 -5.422
H: -6.479 0.735 4.275
H: 3.812 -1.055 -1.497
H: 0.962 0.651 -4.885
H: -0.430 4.386 -5.757
H: 0.131 -5.549 2.133
H: -4.412 7.764 -0.285
H: 9.654 -1.996 -2.911
H: -4.279 -5.937 -0.638
H: -3.495 0.771 4.481
H: 5.723 0.247 2.392
H: -5.949 1.966 -0.665
H: -8.304 6.168 0.102
H: 3.147 4.457 -2.663
H: 5.527 3.568 6.625
H: 4.390 2.988 7.917
H: 5.787 -3.938 3.808
H: -4.874 -4.596 0.320
H: 1.406 -0.654 -0.069
H: -0.613 3.593 4.097
H: 3.683 5.327 -4.827
H: 7.268 -5.902 3.300
H: 1.853 1.108 -7.724
H: -3.543 -3.361 -4.502
H: 1.747 -0.111 1.600
H: -6.670 1.963 -3.552
H: 3.467 -1.830 1.034
H: -7.416 0.015 8.897
H: -5.642 3.177 -2.920
H: 3.764 1.826 5.845
H: -3.453 3.336 -6.774
H: -6.011 -3.933 -4.152
H: 2.098 2.442 -9.710
H: -4.864 4.362 -5.075
H: 0.799 6.638 -0.469
H: -0.849 1.934 -8.871
H: 0.671 -1.404 8.001
H: 8.973 -0.803 -0.836
H: 4.439 -4.490 7.743
H: 0.067 -3.142 3.450
H: 2.665 2.532 -4.955
H: 6.869 -0.812 0.473
H: -6.656 6.350 3.613
H: -5.004 0.468 -0.402
H: -2.815 -0.764 2.897
H: 3.669 -7.387 -0.480
H: 0.165 -0.708 -7.504
H: -6.163 -2.592 -3.107
H: -4.153 -3.427 -1.818
H: 2.303 -3.066 -1.644
H: 7.023 -2.036 -1.690
H: -1.376 1.250 -3.111
H: 5.429 -6.201 -2.745
H: 0.017 -3.644 -2.430
H: 2.454 -2.991 -3.365
H: -6.556 -4.074 -1.236
H: -0.724 -5.564 -5.082
H: -6.497 0.306 -1.219
H: 5.523 -2.408 7.485
H: 5.501 -5.571 -1.138
H: -2.588 -0.371 -1.440
H: -2.645 4.427 -4.595
H: 2.007 1.605 -2.530
H: -6.348 -5.614 -2.174
H: -6.595 1.074 6.558
H: -0.020 3.118 -4.499
H: -1.241 2.121 3.210
H: -7.571 4.276 -1.419
H: -3.924 -1.791 -3.899
H: 1.219 1.038 7.183
H: -3.159 8.645 -1.267
H: -0.774 -1.247 7.027
H: -2.804 6.313 -1.163
H: 3.453 5.011 -7.440
H: 1.035 -2.086 4.445
H: -4.666 8.444 -1.952
H: 2.677 -0.671 -2.860
H: -0.382 -0.120 8.332
H: -4.731 2.292 -7.365
H: -1.241 -6.390 1.337
H: -6.106 -0.501 7.031
H: -9.415 4.908 -0.153
H: -3.611 0.496 7.006
H: -4.761 -2.408 -5.465
H: -5.604 -6.757 1.295
H: 6.592 0.637 6.204
H: 1.196 8.770 -1.746
H: 6.187 -0.986 4.429
H: -0.415 -2.853 5.134
H: 5.684 -5.297 6.636
H: 0.911 -4.811 -4.853
H: 5.978 2.344 7.931
H: 1.438 3.255 2.530
H: -5.583 5.231 4.295
H: 0.405 -6.050 -0.277
H: 0.082 0.246 -2.779
H: -7.862 3.122 -0.097
H: -2.299 3.122 -3.636
H: -7.155 1.263 10.152
H: 2.970 -5.165 -1.226
H: -4.792 4.031 -7.778
H: 0.753 -6.496 -5.001
H: 4.280 3.202 -4.462
H: 4.034 -8.115 -1.973
H: -0.654 1.857 6.057
H: -7.463 4.973 5.563
H: 0.940 0.853 3.665
H: -2.023 2.632 0.057

Atoms 1-2, force components in eV/Å:
-0.1 0.3 0.2
0.4 -0.3 -0.3